Molecular formula: C2H3I3Si
Method: DFT, ωB97M-V/def2-TZVPD

Structure (XYZ):
```
9
Properties=species:S:1:pos:R:3:forces:R:3
C -0.938596 0.894441 -0.450540 -0.373 0.731 3.860
C -0.181889 0.078657 0.549239 -0.456 -0.767 -3.115
Si 0.678033 -1.313712 0.052333 0.937 -0.662 0.702
I 2.159022 -2.194188 1.804692 -0.348 0.024 -0.399
I 1.280481 -2.307459 -2.106555 -0.276 0.562 0.498
I 0.092983 2.935875 0.295823 -1.137 -0.663 -0.710
H -2.062764 0.825318 -0.277524 1.574 0.889 -0.511
H -0.568236 0.905004 -1.418722 0.249 -0.227 -1.808
H -0.459033 0.176064 1.551253 -0.171 0.113 1.484
```
Positions in Å, forces in eV/Å.

For the calculated total energy, the calculation gives -34301.8214 eV. For the HOMO energy (spin up / spin down), the calculation gives -0.2997 / -0.2997 hartree. For the frontier orbital gap (spin up / spin down), the calculation gives 7.07 / 7.07 eV. Its maximum force is 3.95 eV Å⁻¹.

Molecular formula: C2H3IN
Method: DFT, ωB97M-V/def2-TZVPD

Structure (XYZ):
```
7
Properties=species:S:1:pos:R:3:forces:R:3
C -0.329067 -0.345854 0.149484 -9.318 6.166 -1.495
C -1.568861 0.438595 -0.001661 8.750 -5.617 1.000
N 1.081448 -0.129174 -0.046547 0.779 0.210 -0.124
I -3.529493 0.538022 0.077052 0.113 0.094 0.006
H 1.362636 -1.006980 0.376945 1.281 -0.131 0.362
H 1.519949 0.690878 0.482804 -0.743 -1.160 -0.799
H 1.463385 -0.185485 -1.038080 -0.863 0.439 1.049
```
Positions in Å, forces in eV/Å.

For the calculated total energy, the calculation gives -11700.8728 eV. For the HOMO energy (spin up / spin down), the calculation gives -0.5005 / -0.5004 hartree. For the frontier orbital gap (spin up / spin down), the calculation gives 8.01 / 8.01 eV. Its maximum force is 11.27 eV Å⁻¹. Its total charge is +1. As for the SMILES: [NH3+]C#CI.

Molecular formula: C2H3IN2
Method: DFT, ωB97M-V/def2-TZVPD

Structure (XYZ):
```
8
Properties=species:S:1:pos:R:3:forces:R:3
C -0.886775 -1.476492 -0.179859 0.523 -2.784 -1.130
C -0.198978 -0.186069 0.100996 0.706 -1.002 0.545
N -0.343555 -2.468513 -0.932353 0.039 0.599 0.194
N 0.143130 -3.298286 -1.581472 -1.411 2.252 1.870
I -2.891615 -1.608937 0.314738 -0.116 -0.312 -0.069
H -0.087879 0.126282 1.161975 -0.173 -0.807 -0.360
H -0.835704 0.570940 -0.323055 0.556 0.747 -0.799
H 0.806093 -0.418404 -0.282494 -0.124 1.307 -0.252
```
Positions in Å, forces in eV/Å.

For the calculated total energy, the calculation gives -13200.9364 eV. For the HOMO energy, the calculation gives -0.2959 hartree. For the frontier orbital gap, the calculation gives 7.92 eV. Its maximum force is 3.25 eV Å⁻¹.

Molecular formula: C2H3IN2
Method: DFT, ωB97M-V/def2-TZVPD

Structure (XYZ):
```
8
Properties=species:S:1:pos:R:3:forces:R:3
C -1.831388 -0.538377 0.144420 1.686 1.027 0.981
C 1.199470 0.154826 -0.020101 -2.584 1.128 -1.519
N -0.850542 -1.367320 0.092929 -2.639 -5.124 2.960
N -0.475074 -0.405365 -0.627818 5.339 4.087 -3.969
I -2.420018 1.351393 0.248808 -1.276 0.686 0.277
H 1.713454 0.541081 -0.953124 -0.717 -1.168 1.007
H 1.512682 -0.744371 0.462362 0.507 -0.464 -0.035
H 1.151418 1.008132 0.652526 -0.316 -0.171 0.296
```
Positions in Å, forces in eV/Å.

For the calculated total energy, the calculation gives -13196.1300 eV. For the HOMO energy (spin up / spin down), the calculation gives -0.2886 / -0.2886 hartree. For the frontier orbital gap (spin up / spin down), the calculation gives 7.02 / 7.03 eV. Its maximum force is 7.81 eV Å⁻¹.

Molecular formula: C2H3IN2O
Method: DFT, ωB97M-V/def2-TZVPD

Structure (XYZ):
```
9
Properties=species:S:1:pos:R:3:forces:R:3
C 0.333892 0.042533 0.838059 0.513 1.366 0.967
C 0.017297 -0.304875 -1.880298 -0.633 -0.058 0.704
N 0.298109 1.228981 1.471913 -1.213 -2.224 -0.739
N 0.212230 -1.466524 -2.011735 0.221 -2.647 0.080
O -0.206764 0.826827 -1.805157 0.011 1.387 -0.412
I -1.005475 -1.441226 1.665716 0.087 0.497 0.104
H -0.448194 1.446044 2.157916 0.924 0.266 -0.484
H 0.820093 1.950425 0.977478 -0.261 0.019 0.506
H -0.021188 -2.282185 -1.413891 0.351 1.393 -0.726
```
Positions in Å, forces in eV/Å.

For the calculated total energy, the calculation gives -15248.9125 eV. For the HOMO energy, the calculation gives -0.3244 hartree. For the frontier orbital gap, the calculation gives 9.22 eV. Its maximum force is 2.66 eV Å⁻¹.

Molecular formula: C2H3IN2O
Method: DFT, ωB97M-V/def2-TZVPD

Structure (XYZ):
```
9
Properties=species:S:1:pos:R:3:forces:R:3
C -0.122763 0.079026 0.105243 0.650 -0.218 0.393
C 0.405322 0.751143 0.956439 -1.144 0.348 -0.748
N 2.483339 -1.728899 -0.315618 -0.484 -0.429 -1.394
N 2.639796 -0.936791 0.427336 0.987 1.278 2.003
O 2.232670 -2.472994 -1.190122 -0.109 -1.011 -0.576
I -4.648156 2.130470 -0.677628 0.512 -0.319 0.143
H -0.363988 -0.674772 -0.619680 -0.185 0.309 0.161
H -3.294452 1.296290 -0.290296 -0.481 0.317 -0.130
H 0.668235 1.556530 1.604327 0.253 -0.275 0.148
```
Positions in Å, forces in eV/Å.

For the calculated total energy, the calculation gives -15246.4562 eV. For the HOMO energy, the calculation gives -0.3697 hartree. For the frontier orbital gap, the calculation gives 10.59 eV. Its maximum force is 2.57 eV Å⁻¹. As for the SMILES: N#[N+][O-].C#C.I.

Molecular formula: C2H3IO
Method: DFT, ωB97M-V/def2-TZVPD

Structure (XYZ):
```
7
Properties=species:S:1:pos:R:3:forces:R:3
C -0.984548 -1.028807 -0.396824 1.989 1.077 2.967
C 0.316386 0.272971 0.181783 -1.526 -1.077 0.279
O -1.601867 -1.592566 0.464379 0.772 0.935 -1.803
I 2.452668 -0.153798 0.017909 -1.001 -0.151 -0.152
H -1.035043 -1.228687 -1.492651 0.049 0.283 0.463
H 0.162362 1.173062 -0.407508 -0.015 -0.120 -0.204
H 0.197041 0.570325 1.278488 -0.268 -0.946 -1.551
```
Positions in Å, forces in eV/Å.

For the calculated total energy, the calculation gives -12268.7294 eV. For the HOMO energy, the calculation gives -0.3425 hartree. For the frontier orbital gap, the calculation gives 9.27 eV. Its maximum force is 3.73 eV Å⁻¹.

Molecular formula: C2H3IO2
Method: DFT, ωB97M-V/def2-TZVPD

Structure (XYZ):
```
8
Properties=species:S:1:pos:R:3:forces:R:3
C 0.353740 -0.679008 -1.535714 -1.713 1.186 -5.161
C -0.156688 0.606610 1.369942 2.051 -0.156 0.564
O 0.621266 -0.986448 -0.386975 1.305 -1.537 3.747
O -0.144146 1.405991 0.505961 0.164 0.375 -0.345
I -2.001060 0.386577 2.412248 0.018 -0.480 0.381
H -0.662020 -0.200746 -1.720703 1.156 -0.300 0.142
H 1.145024 -0.561832 -2.323739 -0.583 0.070 0.754
H 0.843884 0.028855 1.678980 -2.397 0.841 -0.081
```
Positions in Å, forces in eV/Å.

As for the spin multiplicity: 3. For the calculated total energy, the calculation gives -14313.0053 eV. For the HOMO energy (spin up / spin down), the calculation gives -0.2609 / -0.3619 hartree. For the frontier orbital gap (spin up / spin down), the calculation gives 7.37 / 7.11 eV. Its maximum force is 5.57 eV Å⁻¹.

Energy relative to the best compared isomer or geometry (same formula, charge and spin) per entry: 60.84, 80.80, 20.28, 131.12, 39.74, 96.38, 38.45, 29.21 kcal/mol